[1]
{
  "formula": "C22H46N2O11P3S",
  "method": "the ωB97M-V functional and the def2-TZVPD basis",
  "species": ["C", "C", "C", "C", "O", "C", "O", "C", "C", "C", "P", "O", "N", "C", "N", "C", "S", "H", "H", "H", "H", "H", "H", "H", "H", "H", "H", "H", "H", "H", "H", "H", "H", "O", "P", "O", "C", "C", "O", "C", "C", "O", "C", "C", "H", "H", "H", "H", "H", "H", "H", "H", "H", "H", "H", "H", "H", "H", "H", "O", "P", "O", "C", "C", "O", "C", "C", "O", "C", "C", "H", "H", "H", "H", "H", "H", "H", "H", "H", "H", "H", "H", "H", "H", "H"],
  "positions_angstrom": [[0.058227, -1.194287, -0.400349], [0.186314, -2.382297, -1.380596], [0.530202, -3.737039, -0.760509], [1.476301, -3.640219, 0.434476], [-0.626751, -4.585498, -0.450270], [-1.715628, -3.953263, -0.019204], [-1.869167, -3.600890, 1.123213], [-2.850503, -3.630295, -0.991464], [-3.835028, -2.773937, -0.489574], [-4.871707, -2.396277, -1.285091], [-6.181662, -1.260669, -0.703374], [-7.208696, -2.043287, 0.005213], [-4.934755, -2.864056, -2.547284], [-4.027340, -3.681240, -3.091914], [-4.256083, -4.018946, -4.415871], [-2.945386, -4.093481, -2.302688], [-1.772031, -5.172524, -3.088709], [-0.853854, -0.657764, -0.659371], [-0.089927, -1.499379, 0.630323], [0.906289, -0.523809, -0.525108], [-0.667613, -2.441710, -2.056588], [1.029483, -2.158923, -2.034104], [1.080254, -4.285541, -1.521040], [2.103904, -2.760116, 0.307545], [0.946046, -3.627307, 1.380008], [2.160798, -4.484053, 0.389929], [-3.769504, -2.406567, 0.524500], [-6.747428, -0.632069, -1.830389], [-5.565876, -0.313973, 0.129111], [-5.695803, -2.575770, -3.153163], [-3.831953, -3.327407, -5.025812], [-3.873790, -4.931384, -4.631614], [-2.185834, -6.335651, -2.568489], [-2.311628, -0.146237, 1.543696], [-2.471866, 1.015976, 2.453640], [-1.007836, 1.428698, 2.981721], [-0.044791, 1.977416, 2.069148], [-0.351762, 3.415820, 1.698912], [-3.055833, 0.246046, 3.776555], [-3.670180, -1.039195, 3.714572], [-2.711418, -2.122561, 4.160943], [-3.290041, 2.332936, 2.739637], [-3.775706, 2.766436, 4.032532], [-2.692311, 3.056969, 5.039531], [0.014138, 1.349478, 1.175211], [0.916981, 1.918587, 2.575919], [-1.278178, 3.488708, 1.124312], [0.455410, 3.833009, 1.096347], [-0.476406, 4.026734, 2.592306], [-4.047389, -1.241136, 2.710594], [-4.533804, -1.004375, 4.381323], [-1.757642, -2.039342, 3.640989], [-3.125915, -3.113698, 3.972215], [-2.507701, -2.030284, 5.228126], [-4.499359, 2.052791, 4.417154], [-4.328738, 3.681013, 3.819530], [-2.193301, 2.148800, 5.371799], [-3.140861, 3.533946, 5.911418], [-1.936663, 3.723931, 4.626275], [3.358131, 0.833889, -1.496873], [4.039572, 2.158303, -1.434712], [4.613192, 2.320025, -2.955546], [3.706605, 2.527744, -4.040157], [3.143426, 3.937548, -4.070402], [5.407746, 1.731455, -0.654952], [5.456715, 0.618860, 0.240713], [6.091916, -0.582387, -0.427188], [4.125760, 3.682942, -1.014824], [5.337152, 4.390103, -0.662347], [6.352098, 4.497159, -1.772542], [2.899919, 1.790101, -3.991735], [4.274677, 2.334728, -4.949258], [2.507416, 4.129404, -3.203330], [2.546175, 4.088766, -4.970069], [3.945189, 4.674652, -4.052113], [4.462589, 0.377209, 0.616062], [6.058094, 0.932281, 1.096018], [5.629267, -0.781666, -1.393401], [5.995545, -1.470950, 0.198527], [7.151812, -0.401227, -0.608529], [5.772357, 3.956722, 0.234755], [4.994849, 5.387792, -0.387329], [6.811591, 3.536841, -1.996504], [7.139790, 5.184812, -1.462123], [5.899690, 4.874048, -2.688286]],
  "forces_ev_per_a": [[-0.764, -0.206, -0.621], [0.427, 0.265, 0.374], [0.872, 0.205, -0.175], [0.071, -0.213, -0.521], [-0.434, 0.201, -0.461], [0.212, 0.463, 1.296], [-0.043, -0.247, -0.531], [0.142, -0.372, -0.262], [0.046, -0.017, 0.249], [0.145, 0.968, -0.354], [-1.436, -0.740, 1.088], [-0.033, -0.143, 0.059], [-0.036, 0.225, -0.170], [0.125, -0.037, 0.047], [-0.066, 0.114, 0.133], [-0.019, -0.599, 0.267], [0.246, 0.028, -0.433], [0.070, 0.319, 0.104], [0.235, 0.012, 0.128], [0.009, 0.010, 0.286], [-0.112, -0.174, 0.033], [0.030, -0.066, -0.110], [-0.428, -0.364, -0.148], [-0.092, 0.191, 0.209], [0.028, 0.159, 0.111], [-0.114, -0.204, 0.338], [0.185, 0.037, 0.071], [0.726, 0.221, -0.260], [0.471, 0.161, -0.491], [-0.099, -0.119, -0.065], [-0.217, -0.045, -0.277], [0.186, 0.047, -0.083], [-0.083, 0.073, 0.249], [-1.047, 2.009, -2.501], [1.094, -3.029, 5.666], [-0.421, 0.287, -0.642], [0.271, 0.116, -0.196], [-0.203, -0.043, 0.011], [0.056, 0.431, -0.070], [0.130, -0.232, 0.116], [0.139, 0.020, 0.127], [-0.068, 0.249, -2.550], [-0.526, 0.498, 0.417], [0.289, -0.229, -0.042], [-0.030, -0.042, 0.057], [-0.059, -0.074, 0.097], [0.031, 0.008, -0.031], [0.021, -0.031, 0.006], [0.076, 0.010, 0.018], [0.087, 0.053, -0.048], [0.006, 0.078, 0.012], [-0.073, -0.013, -0.154], [-0.020, 0.009, 0.008], [-0.032, -0.005, 0.011], [0.148, -0.241, -0.121], [0.106, -0.003, -0.233], [-0.017, -0.032, -0.030], [-0.062, 0.034, -0.045], [-0.052, 0.077, 0.005], [-2.937, 1.860, 1.052], [6.213, -2.470, -1.813], [-0.491, 0.376, 0.372], [-0.110, 0.016, -0.183], [-0.027, -0.012, 0.175], [-0.261, 0.563, 0.176], [0.108, -0.277, -0.019], [0.123, 0.002, -0.144], [-2.627, -0.232, 0.318], [0.349, 0.628, 0.450], [0.001, -0.307, -0.209], [0.040, -0.030, 0.024], [0.079, -0.036, 0.057], [-0.027, 0.000, -0.032], [0.014, -0.025, -0.014], [0.017, -0.001, -0.075], [-0.060, 0.018, -0.126], [0.010, 0.089, -0.037], [-0.147, 0.002, 0.062], [0.019, 0.022, 0.033], [0.009, -0.007, 0.030], [-0.078, -0.268, -0.076], [-0.223, -0.065, -0.093], [-0.029, -0.029, 0.016], [-0.060, 0.044, 0.065], [0.001, 0.080, 0.025]],
  "de_lowest_kcal_mol": 0.00,
  "total_charge": 1,
  "gap_ev": 7.05,
  "homo_energy_ev": -11.9
}

[2]
{
  "formula": "C22H46O11",
  "method": "the ωB97M-V functional and the def2-TZVPD basis",
  "species": ["C", "C", "C", "O", "C", "C", "C", "O", "O", "C", "O", "O", "C", "C", "C", "H", "H", "H", "H", "H", "H", "H", "H", "H", "H", "H", "H", "H", "H", "H", "H", "C", "O", "C", "C", "O", "C", "H", "H", "H", "H", "H", "H", "H", "H", "H", "H", "C", "O", "C", "C", "O", "C", "H", "H", "H", "H", "H", "H", "H", "H", "H", "H", "C", "O", "C", "C", "O", "C", "H", "H", "H", "H", "H", "H", "H", "H", "H", "H"],
  "positions_angstrom": [[-6.694531, 4.134127, 3.857995], [-5.507431, 5.143574, 3.311509], [-4.979153, 4.777189, 1.781661], [-3.633240, 4.205669, 1.724015], [-3.541552, 2.843418, 2.248428], [-2.515949, 2.772088, 3.554458], [-3.265891, 2.838250, 5.005722], [-2.947324, 1.854309, 5.892785], [-2.664212, 2.201931, 1.210265], [-3.153350, 0.872100, 0.778963], [-2.461809, -0.236305, 0.480879], [-4.636823, 1.094364, 0.815162], [-4.782775, 1.789077, 2.137828], [-4.896597, 0.508365, 3.152867], [-6.201944, -0.464541, 2.779829], [-7.367779, 3.860299, 2.910842], [-7.428172, 4.646111, 4.622152], [-6.227193, 3.136976, 4.252865], [-6.020015, 6.219866, 3.243673], [-4.603901, 5.269952, 4.044698], [-4.908431, 5.834502, 1.229244], [-5.794861, 4.179769, 1.146658], [-1.667409, 3.587890, 3.413667], [-1.982945, 1.708639, 3.466248], [-4.015315, 3.653387, 5.382179], [-5.889725, 2.158683, 2.064806], [-5.143732, 0.924937, 4.243738], [-3.915522, -0.123591, 3.270786], [-5.749071, -1.529933, 2.600532], [-6.973472, -0.516435, 3.670723], [-6.785838, -0.060654, 1.841223], [1.874938, 2.042578, -2.976788], [1.936232, 0.631224, -3.157266], [2.856965, 0.007956, -2.256219], [2.129473, -0.627241, -1.066117], [1.503766, 0.366290, -0.245129], [0.110920, 0.478487, -0.509518], [0.977883, 2.412968, -3.480127], [1.819198, 2.319220, -1.921714], [2.751112, 2.509942, -3.431645], [3.618086, 0.722161, -1.918757], [3.365573, -0.783702, -2.817127], [2.863821, -1.143037, -0.441058], [1.397374, -1.372637, -1.401867], [-0.418657, -0.350937, -0.027489], [-0.116713, 0.490101, -1.576031], [-0.242106, 1.419463, -0.074514], [0.264122, -5.460654, -6.116956], [-0.381123, -4.736775, -5.073927], [0.327807, -4.823299, -3.833754], [1.163630, -3.563927, -3.579890], [2.218152, -3.433892, -4.540988], [1.890900, -2.510696, -5.572068], [-0.156744, -5.133218, -7.071369], [1.341519, -5.282506, -6.134258], [0.071965, -6.529100, -5.996519], [0.951868, -5.724863, -3.802071], [-0.424284, -4.908353, -3.041828], [1.635057, -3.648367, -2.596713], [0.532990, -2.665875, -3.569592], [2.014345, -1.488372, -5.197421], [0.877123, -2.643591, -5.951537], [2.589244, -2.666657, -6.401095], [4.957425, -0.515276, 1.751722], [6.191635, 0.062284, 1.337719], [7.320114, -0.574466, 1.945325], [7.981256, -1.571175, 0.986928], [7.112163, -2.672637, 0.696938], [6.462654, -2.524718, -0.559552], [4.176992, -0.186024, 1.060517], [4.991317, -1.606861, 1.741213], [4.706838, -0.166787, 2.756097], [7.035055, -1.060688, 2.886390], [8.042617, 0.214444, 2.181187], [8.871370, -1.984122, 1.469814], [8.304622, -1.076190, 0.062408], [7.163305, -2.777973, -1.363104], [6.070822, -1.519100, -0.716407], [5.623345, -3.227415, -0.592247]],
  "forces_ev_per_a": [[0.026, -0.013, -1.097], [-1.082, 0.650, -0.294], [-1.079, 1.975, -0.273], [-2.285, -1.781, 1.349], [1.918, -0.828, -1.309], [-0.600, -0.653, -0.016], [2.551, -5.100, 3.873], [-2.116, 6.123, -5.388], [-0.309, -3.372, -0.306], [1.081, -2.297, -0.312], [-5.405, 8.142, 1.999], [4.282, -0.306, 0.980], [-2.188, -1.905, -0.106], [-0.788, 0.732, 1.956], [0.503, 0.179, 0.036], [1.425, 0.527, 2.055], [1.790, -1.107, -1.319], [-1.096, 1.873, -0.476], [1.216, -2.312, 0.072], [-1.685, -0.391, -1.457], [0.215, -2.484, 1.134], [1.880, 0.973, 1.560], [-2.087, -1.498, 0.342], [-1.310, 2.392, 0.535], [1.367, -1.364, -1.025], [2.422, 0.020, 0.296], [0.784, -0.771, -2.272], [-1.815, 1.366, -0.532], [-1.248, 2.035, 0.100], [1.756, 0.141, -1.736], [1.349, -0.993, 1.765], [-0.141, -0.141, -0.160], [0.213, 0.174, 0.418], [-0.499, -0.367, -0.124], [0.198, 0.643, 0.167], [0.258, -0.270, -0.626], [-0.024, -0.128, 0.444], [0.114, -0.137, 0.001], [0.018, -0.065, 0.002], [0.069, 0.121, 0.025], [-0.141, -0.036, 0.062], [0.001, -0.006, 0.027], [0.034, -0.048, -0.044], [0.048, 0.163, -0.055], [0.194, 0.256, -0.257], [0.095, -0.032, -0.102], [0.113, -0.189, 0.033], [-0.219, 0.149, 0.005], [0.523, -0.155, 0.091], [-0.291, 0.549, -0.120], [0.310, -0.464, -0.228], [-0.587, 0.012, 0.102], [0.400, 0.153, -0.057], [-0.039, -0.012, 0.177], [-0.012, 0.016, 0.055], [0.072, -0.115, -0.046], [0.026, 0.151, -0.055], [0.054, 0.008, -0.017], [-0.003, -0.038, 0.034], [0.002, -0.140, -0.097], [-0.121, 0.033, -0.097], [-0.063, -0.064, 0.091], [-0.042, -0.020, 0.206], [-0.005, 0.207, -0.173], [0.099, -0.499, 0.236], [0.046, 0.221, -0.613], [-0.349, -0.262, 0.444], [0.055, 0.612, -0.154], [-0.018, -0.408, 0.033], [0.154, 0.092, 0.121], [0.066, -0.004, 0.009], [-0.090, -0.060, 0.086], [0.003, -0.050, -0.160], [-0.008, -0.055, 0.000], [0.006, 0.010, 0.021], [-0.145, 0.020, 0.112], [-0.097, 0.084, -0.079], [0.059, 0.092, 0.073], [0.199, 0.048, 0.057]],
  "gap_ev": 8.61,
  "smiles": "CCCO[C@]1(CC=O)OC(=O)O[C@H]1CC.COCCOC.COCCOC.COCCOC",
  "homo_energy_ev": -8.9
}